No. 1
Computed, not measured: a molecular structure, C33H34BrEuN8O6S, with ωB97M-V/def2-TZVPD.

ORCA input file:
```
! wB97M-V def2-TZVPD RIJCOSX def2/J DEFGRID3
* xyz -2 7
Eu -0.2237 -0.6273 0.0581
C 0.6143 -1.2517 -4.6847
O -0.7207 -1.7245 -4.6324
C -0.8592 -2.8918 -3.8856
C -1.1822 -4.0568 -4.5514
C -1.3421 -5.2313 -3.8371
C -1.1505 -5.2144 -2.4628
C -0.8332 -4.0592 -1.7540
C -1.5480 -3.4769 0.7107
N -2.2055 -2.1802 0.5722
N -2.6336 -1.6364 1.8519
C -1.6505 -1.2040 2.5829
O -0.4028 -1.1674 2.2910
C -2.0511 -0.6673 3.9299
C -1.0716 -0.1776 4.7840
C -1.4178 0.3515 6.0193
C -2.7452 0.3887 6.4143
C -3.7280 -0.1114 5.5686
C -3.3845 -0.6368 4.3351
C -0.7226 -2.8423 -2.4766
O -0.4845 -1.6981 -1.9020
H 1.1675 -1.7618 -5.4846
H 1.1285 -1.4066 -3.7350
H 0.5748 -0.1817 -4.9069
H -1.2970 -4.0170 -5.6288
H -1.5933 -6.1559 -4.3429
H -1.2432 -6.1554 -1.9385
H -1.3712 -3.7494 1.7473
H -0.0382 -0.2118 4.4667
H -0.6428 0.7467 6.6646
H -3.0176 0.8104 7.3750
H -4.7690 -0.0853 5.8694
H -4.1338 -1.0225 3.6587
N -0.5689 -5.5035 0.2827
C -0.5016 -4.1211 -0.2386
S -3.2715 -3.5244 0.1855
N 0.9111 -3.8160 -0.0213
N 1.2892 -2.5629 0.1455
C 2.5870 -2.4017 0.2899
C 3.3610 -1.2085 0.5805
C 4.7056 -1.4048 0.9306
C 5.5626 -0.3648 1.2526
C 5.0851 0.9374 1.2369
C 3.7677 1.1770 0.8842
C 2.8962 0.1363 0.5364
O 1.6614 0.4055 0.1754
H -1.3996 -5.9738 -0.0551
H 0.2518 -5.9829 -0.0682
H 3.1642 -3.3280 0.2584
H 5.0721 -2.4258 0.9595
H 6.5910 -0.5741 1.5253
H 5.7346 1.7662 1.4988
H 3.3637 2.1821 0.8582
C 0.1815 4.6965 -2.6682
C 0.0740 3.2498 -3.1456
C -1.1377 3.1057 -4.0746
C 1.3542 2.8443 -3.8745
N -0.0353 2.4556 -1.9176
N -0.2983 1.0755 -2.0836
H 0.2834 5.3765 -3.5166
H 1.0465 4.8098 -2.0154
H -0.7069 4.9795 -2.1011
H -1.0479 3.7684 -4.9385
H -2.0560 3.3587 -3.5413
H -1.2323 2.0887 -4.4599
H 1.5720 3.5432 -4.6854
H 1.2709 1.8469 -4.3123
H 2.1896 2.8387 -3.1751
H -0.7956 2.8207 -1.3507
H 0.5204 0.6004 -2.4494
H -1.0688 0.8897 -2.7222
Br -0.2001 6.7169 3.8338
C -0.1030 4.8743 3.3578
C 0.7258 4.0333 4.0799
N 0.8412 2.7427 3.8032
C 0.1250 2.2538 2.7925
C -0.7375 3.0254 2.0191
C -0.8481 4.3787 2.3087
C -1.5533 2.4483 0.8667
O -2.1564 3.2632 0.1539
O -1.5380 1.1935 0.7226
H 1.3121 4.4225 4.9057
H 0.2390 1.1982 2.5858
H -1.5045 4.9942 1.7089
*
```

Calculated values
E_LUMO (spin up / spin down), eV: 3.70 / 3.70
Strongest force on any atom, eV/Å: 1.220
DFT total energy, eV: -159187.73594

No. 2
Computed, not measured: a molecular structure, C26H37GeMgN2O5, with ωB97M-V/def2-TZVPD.

ORCA input file:
```
! wB97M-V def2-TZVPD RIJCOSX def2/J DEFGRID3
* xyz 0 2
Mg 1.1517 0.1136 -0.2765
O 2.6992 -0.8008 -0.5852
C 3.0845 -2.0020 -0.4354
C 4.3669 -2.4147 -0.8940
C 4.8259 -3.6887 -0.7002
C 4.0356 -4.6435 -0.0396
C 2.7886 -4.2988 0.3986
C 2.2652 -2.9998 0.2133
C 0.9711 -2.7289 0.6800
N 0.3547 -1.5694 0.5623
N -0.8574 -1.5114 0.9816
C -1.4339 -0.1959 0.8785
O -0.4651 0.7581 0.7800
C -2.2539 0.1085 2.1352
C -3.0316 1.2590 2.1352
C -3.7148 1.6381 3.2764
C -3.6072 0.8743 4.4269
C -2.8041 -0.2551 4.4375
C -2.1278 -0.6439 3.2937
H 4.9718 -1.6743 -1.3993
H 5.8113 -3.9666 -1.0464
H 4.4154 -5.6400 0.1250
H 2.1708 -5.0274 0.9051
H 0.4303 -3.5323 1.1853
H -3.0911 1.8462 1.2250
H -4.3188 2.5336 3.2752
H -4.1439 1.1586 5.3197
H -2.6954 -0.8350 5.3414
H -1.5054 -1.5284 3.2912
C -4.1806 -0.4476 -1.5689
C -3.1474 -1.1337 -0.6696
C -3.8515 -1.7653 0.5325
C -2.4117 -2.2255 -1.4606
O -2.2409 -0.0865 -0.2958
Ge -0.4449 2.2523 -0.4691
O 0.2169 0.9415 -1.7770
C 0.4940 1.1566 -3.1369
C 1.9430 0.7328 -3.3950
C 0.3094 2.6323 -3.5162
C -0.4582 0.3061 -3.9903
O 1.4577 2.1316 0.1143
C 2.0826 2.7057 1.2314
C 1.1428 3.6757 1.9575
C 3.3258 3.4762 0.7598
C 2.5066 1.5883 2.1915
H -4.9011 -1.1746 -1.9401
H -3.6769 0.0159 -2.4117
H -4.7076 0.3243 -1.0120
H -4.5580 -2.5182 0.1879
H -4.3863 -1.0108 1.1020
H -3.1186 -2.2391 1.1787
H -3.1278 -2.9425 -1.8561
H -1.7131 -2.7475 -0.8122
H -1.8643 -1.7740 -2.2834
H 2.6079 1.3297 -2.7724
H 2.2093 0.8544 -4.4432
H 2.0590 -0.3122 -3.1075
H 0.9696 3.2544 -2.9124
H -0.7224 2.9329 -3.3343
H 0.5410 2.7875 -4.5680
H -0.2876 -0.7500 -3.7835
H -0.2944 0.4908 -5.0503
H -1.4904 0.5526 -3.7461
H 0.8830 4.5045 1.2999
H 1.6259 4.0626 2.8503
H 0.2276 3.1616 2.2499
H 3.0226 4.2902 0.1048
H 3.9822 2.8152 0.1992
H 3.8729 3.8793 1.6071
H 1.6200 1.0735 2.5613
H 3.0581 1.9899 3.0409
H 3.1332 0.8760 1.6532
*
```

Calculated values
E_LUMO (spin up / spin down), eV: 0.50 / -1.37
Strongest force on any atom, eV/Å: 1.268
Relative energy (zero: lowest compared OMol25 entry of this formula, charge and spin), kcal per mole: 21.0
DFT total energy, eV: -102745.17606

No. 3
Computed, not measured: a molecular structure, C38H25CrF3O5S, with ωB97M-V/def2-TZVPD.

ORCA input file:
```
! wB97M-V def2-TZVPD RIJCOSX def2/J DEFGRID3
* xyz 1 4
F 5.8825 1.1948 3.0399
C 5.3954 0.0818 3.6713
F 5.9900 -1.0057 3.0851
F 5.8505 0.1308 4.9663
C 3.9041 0.0008 3.5639
C 3.3085 -1.2551 3.4490
C 1.9564 -1.3315 3.1880
C 1.1620 -0.1594 3.0242
C -0.1993 -0.2937 2.6602
S -1.2441 0.9788 3.2017
C -2.8929 0.2499 3.3865
C -3.6433 -0.0965 2.2572
C -4.9560 -0.5593 2.3991
C -5.5166 -0.6803 3.6789
C -4.7559 -0.3469 4.8063
C -3.4475 0.1276 4.6617
O -0.8535 1.4353 4.5205
O -1.4783 1.9564 2.1633
C 1.7979 1.0971 3.3343
C 3.1526 1.1780 3.5761
H 3.9109 -2.1481 3.5934
H 1.4527 -2.2992 3.1482
H -0.6600 -1.2573 2.4488
H -3.2042 0.0223 1.2646
H -5.5535 -0.8064 1.5148
H -6.5488 -1.0177 3.8020
H -5.1834 -0.4385 5.8082
H -2.8596 0.4283 5.5265
H 1.2056 2.0017 3.4507
H 3.6039 2.1398 3.8190
O 1.3019 1.3370 -7.6231
C 1.2797 1.7945 -6.5504
Cr 0.8539 2.4751 -4.8082
C -0.2867 0.9813 -4.7362
O -1.0365 0.0936 -4.8084
C -0.5966 3.2915 -5.7535
O -1.4997 3.5862 -6.4280
C 2.2631 4.0958 -4.4812
C 2.9297 2.8587 -4.4569
C 2.4777 1.8346 -3.6068
C 1.4459 2.0700 -2.6691
C 0.9628 1.1082 -1.7040
C 0.3779 0.1665 -1.1654
C -0.2422 -1.0077 -0.7167
C -1.7088 -1.0510 -0.8531
C -2.4077 0.1632 -1.1186
C -3.7819 0.1914 -1.3719
C -4.5299 -0.9877 -1.3488
C -3.8694 -2.1947 -1.1239
C -2.5054 -2.2255 -0.8334
C 0.6615 -2.1559 -0.5142
C 2.0476 -1.9024 -0.3145
C 2.9723 -2.9294 -0.1578
C 2.5667 -4.2692 -0.1917
C 1.2225 -4.5512 -0.4590
C 0.3039 -3.5236 -0.6485
C 0.6879 3.2454 -2.8529
C 1.1370 4.2889 -3.6679
H 2.5943 4.8889 -5.1585
H 3.7905 2.6930 -5.1138
H 2.9544 0.8529 -3.6499
H -1.8396 1.0891 -1.1525
H -4.2651 1.1314 -1.6118
H -5.5994 -0.9820 -1.5759
H -4.4049 -3.1468 -1.1886
H -2.0617 -3.1885 -0.6119
H 2.3911 -0.8666 -0.3248
H 4.0250 -2.6901 -0.0374
H 3.2827 -5.0830 -0.0943
H 0.8725 -5.5815 -0.5676
H -0.6900 -3.8046 -0.9821
H -0.2445 3.3420 -2.2939
H 0.5916 5.2345 -3.6826
*
```

Calculated values
E_LUMO (spin up / spin down), eV: -3.49 / -5.78
Strongest force on any atom, eV/Å: 4.654
DFT total energy, eV: -97447.47977

> Among the records above, which one has the lowest strongest force on any atom?

C33H34BrEuN8O6S

> What is the DFT total energy in the third record?

-97447.47977 eV